Formula: C7H10
Source: OMol25
Level of theory: ωB97M-V/def2-TZVPD

XYZ file:
```
17
Properties=species:S:1:pos:R:3:lowdin_charge:R:1
C 1.5450 -0.5626 0.1178 -0.09
C 0.7134 0.6222 0.5442 -0.16
C 0.0098 1.1141 -0.6621 -0.16
C -0.9557 -0.0873 -0.6565 -0.20
C -1.6924 -0.0032 0.7015 -0.10
C -0.3095 -0.2679 1.2778 -0.20
C 0.0759 -1.1162 0.0280 -0.17
H 2.1895 -0.4074 -0.7495 0.07
H 2.0516 -1.1002 0.9253 0.11
H 2.0198 1.5437 -1.8097 0.15
H 0.9651 1.1895 -1.4796 0.01
H -0.3615 2.1293 -0.7764 0.11
H -1.4901 -0.3067 -1.5834 0.13
H -2.2215 0.9197 0.9630 0.11
H -2.3438 -0.8686 0.8624 0.11
H -0.0729 -0.6041 2.2887 0.14
H -0.1227 -2.1944 0.0086 0.14
```

The HOMO-LUMO gap (spin up / spin down) is 9.04 / 6.93 eV. The highest occupied orbital energy (spin up / spin down) comes out at -0.3144 / -0.2760 Ha. Its multiplicity is 1. The lowest unoccupied orbital energy (spin up / spin down) is 0.5 / -0.6 eV. Its total energy is -7413.4757 eV.



Formula: C7H16N3OS
Source: OMol25
Level of theory: ωB97M-V/def2-TZVPD

XYZ file:
```
28
Properties=species:S:1:pos:R:3:lowdin_charge:R:1
C 0.4089 -1.0059 -2.4889 -0.11
N 0.6899 -1.4373 -1.1693 -0.10
N -0.0683 -0.9130 -0.0860 -0.12
N -0.1016 -1.7084 1.0687 -0.16
C -0.8584 -2.8990 1.0452 -0.15
C 0.5824 0.6408 0.4962 -0.25
C 1.9675 0.8253 -0.0711 -1.04
O 2.1410 1.5585 -1.0489 -0.09
S 3.0390 -0.2371 0.6485 0.51
C -0.4319 1.6155 0.0316 -0.43
C -0.0255 2.9550 0.6084 -0.07
C -1.7084 1.1171 0.6521 -0.11
H 0.7640 -1.7735 -3.0991 0.06
H -0.5872 -0.7638 -2.4755 0.05
H 0.8731 -0.1307 -2.7370 0.04
H 1.6386 -1.4444 -1.0481 0.00
H 0.8736 -1.8706 1.4201 0.09
H -1.5943 -2.8548 0.3221 0.04
H -0.1360 -3.7345 0.7998 0.08
H -1.3440 -3.1293 1.9938 0.06
H 0.4438 0.3631 1.6254 0.14
H -0.5489 1.4734 -1.1146 0.16
H -0.4093 3.0922 1.5344 0.03
H 0.9969 3.2172 0.5316 0.06
H -0.5611 3.8892 0.1359 0.11
H -1.5568 0.9930 1.6816 0.05
H -1.9189 0.2299 0.1687 0.03
H -2.5680 1.9320 0.5743 0.11
```

The HOMO-LUMO gap is 7.31 eV. The highest occupied orbital energy comes out at -0.1365 Ha. Its charge is -1. Its multiplicity is 1. The lowest unoccupied orbital energy is 3.6 eV. Its total energy is -24868.9028 eV.



Formula: C4H6O2
Source: OMol25
Level of theory: ωB97M-V/def2-TZVPD

XYZ file:
```
12
Properties=species:S:1:pos:R:3:lowdin_charge:R:1
C -1.4961 0.7017 -0.7782 0.02
C -0.2842 1.1106 -0.4682 -0.32
O 0.7059 1.7366 -0.3215 0.11
H -2.1031 1.5270 -1.1204 0.07
H -1.8563 -0.3178 -0.7597 0.06
C 0.0309 -0.7867 1.1023 0.00
C 0.8945 -1.0010 0.1005 -0.29
O 2.1204 -0.4300 -0.0438 -0.01
H -0.9051 -1.3428 1.1476 0.08
H 0.2197 -0.0806 1.9079 0.09
H 0.6153 -1.6573 -0.7292 0.13
H 2.0599 0.5441 -0.0746 0.08
```

The HOMO-LUMO gap is 10.23 eV. The highest occupied orbital energy comes out at -0.3428 Ha. Its multiplicity is 1. The lowest unoccupied orbital energy is 0.9 eV. Its total energy is -8337.7747 eV.



Formula: C9H14N3
Source: OMol25
Level of theory: ωB97M-V/def2-TZVPD

XYZ file:
```
26
Properties=species:S:1:pos:R:3:lowdin_charge:R:1
C 0.1389 2.7433 -0.0117 0.15
C 0.6722 1.5471 -0.2229 -0.22
C 1.9842 0.9289 -0.1758 -0.06
C 1.3624 -0.4621 -0.1726 -0.46
C 1.5712 -1.2610 -1.4592 0.00
C 1.5922 -1.3244 0.9850 -0.01
N -0.0520 0.2125 -0.2884 -0.09
C -1.0941 0.0776 0.7011 0.03
C -2.2987 -0.1326 0.1115 -0.27
C -3.6133 -0.5182 0.6562 -0.02
N -2.0080 -0.0528 -1.2639 0.15
N -0.8091 0.1062 -1.5128 0.13
H -0.8730 3.1058 0.3854 0.13
H 0.7987 3.5408 0.2123 0.07
H 2.7085 0.9421 -1.0709 0.16
H 2.6114 1.1465 0.7746 0.17
H 2.5146 -1.7952 -1.4113 0.11
H 1.6271 -0.4632 -2.3255 0.14
H 0.7629 -1.8993 -1.5507 0.06
H 1.0143 -2.2022 0.8905 0.10
H 1.4798 -0.7356 1.9301 0.12
H 2.6113 -1.5682 0.9593 0.09
H -0.9127 0.1670 1.7941 0.17
H -3.9980 0.1842 1.3766 0.08
H -3.4600 -1.6655 0.9420 0.15
H -4.3308 -0.6215 -0.2530 0.12
```

The HOMO-LUMO gap is 9.41 eV. The highest occupied orbital energy comes out at -0.5169 Ha. Its charge is +1. Its multiplicity is 1. The lowest unoccupied orbital energy is -4.7 eV. Its total energy is -14018.9998 eV.



Formula: C3H5O3
Source: OMol25
Level of theory: ωB97M-V/def2-TZVPD

XYZ file:
```
11
Properties=species:S:1:pos:R:3:lowdin_charge:R:1
C -1.8505 0.4543 0.6525 0.01
C 1.6556 1.2463 -0.6257 0.04
C 1.5943 -0.1237 -0.3262 -0.19
O 1.4327 2.3285 -0.8586 0.39
O 2.1055 -0.4160 0.9672 0.00
O -0.8452 0.5484 0.0124 0.00
H -2.6764 1.1914 0.5173 0.12
H -2.2933 -0.4120 1.2036 0.13
H 1.7934 -0.8389 -1.2352 0.21
H 0.3665 -0.1718 -0.1938 0.13
H 2.9635 -0.9283 0.8408 0.16
```

The HOMO-LUMO gap is 9.91 eV. The highest occupied orbital energy comes out at -0.5568 Ha. Its charge is +1. Its multiplicity is 1. The lowest unoccupied orbital energy is -5.2 eV. Its total energy is -9323.7848 eV.



Formula: C5H36O12S
Source: OMol25
Level of theory: ωB97M-V/def2-TZVPD

XYZ file:
```
54
Properties=species:S:1:pos:R:3:lowdin_charge:R:1
C -0.4217 -0.4285 2.2758 -0.14
C -1.2871 -0.3037 1.0001 -0.20
C -0.7914 -1.1830 -0.1401 -0.29
C 0.3032 -0.4549 -0.9411 -0.42
S 0.2064 -0.8868 -2.7552 0.83
C 1.2863 -2.3254 -2.7128 -0.41
H -0.6924 -1.3217 2.9103 0.09
H 0.6546 -0.5547 2.1748 0.06
H -0.8606 0.3433 2.9440 0.09
H -1.4549 0.7603 0.6768 0.10
H -2.3290 -0.4049 1.3917 0.12
H -1.5885 -1.4187 -0.8687 0.03
H -0.3681 -2.1083 0.2725 0.01
H 0.2502 0.6233 -0.9644 0.03
H 1.2981 -0.6763 -0.5848 0.04
H 0.9603 -3.0331 -3.4682 0.03
H 1.4003 -2.6532 -1.6387 0.03
H 2.3280 -2.0884 -2.8434 0.02
H 3.6024 0.4852 0.8448 0.06
H 2.6178 -0.7031 0.8965 0.02
O 2.9166 0.0918 1.3814 -0.06
H -4.2497 -0.1922 -1.7498 0.05
H -3.1969 -0.0919 -2.8324 0.01
O -3.6383 -0.7209 -2.2613 -0.04
H -2.7195 1.6062 -3.1315 0.04
H -3.5712 2.5514 -2.2969 0.08
O -3.6304 1.7541 -2.8447 -0.13
H -1.5092 1.2666 -2.0986 0.04
H -1.7189 2.2420 -0.9912 0.05
O -2.2088 1.7920 -1.6859 -0.14
H 2.0915 3.4184 1.2601 0.01
H 2.5802 2.1062 0.9389 -0.01
O 2.4190 2.9261 0.4540 -0.08
H 1.5615 1.1369 3.9829 0.03
H 2.6821 1.0600 3.0220 0.02
O 2.4008 1.6018 3.7969 -0.07
H -0.4999 -3.8994 1.0856 0.11
H -1.2514 -3.3533 -0.0918 0.05
O -0.3427 -3.5902 0.1843 -0.05
H 0.8039 -2.5053 0.1472 0.01
H 2.0229 -2.6308 1.1200 0.08
O 1.7042 -2.1078 0.3826 -0.15
H 1.4256 -1.1168 4.3250 0.08
H -0.1663 -0.8450 4.6482 0.07
O 0.6134 -0.6521 4.1362 -0.13
H -3.7102 -2.6574 -0.4630 0.07
H -2.5741 -1.6727 -0.8600 0.01
O -2.7553 -2.5587 -0.4352 -0.09
H 0.4560 3.4401 2.6524 0.06
H 1.8101 3.1986 3.1699 0.02
O 1.3129 3.8748 2.6630 -0.05
H 0.8942 2.5277 -0.5631 0.00
H 0.5174 3.6679 -1.6544 0.05
O 0.2665 2.8615 -1.2110 -0.06
```

The HOMO-LUMO gap is 7.98 eV. The highest occupied orbital energy comes out at -0.2995 Ha. Its multiplicity is 1. The lowest unoccupied orbital energy is -0.2 eV. Its total energy is -41166.2708 eV.



Formula: C31H43BrGaN4O10
Source: OMol25
Level of theory: ωB97M-V/def2-TZVPD

XYZ file:
```
90
Properties=species:S:1:pos:R:3:lowdin_charge:R:1
C 6.0094 3.1857 -0.1486 -0.07
C 6.3652 1.7219 -0.4165 -0.29
O 5.2033 0.9858 -0.7013 -0.14
C 5.1402 -0.3333 -0.2000 -0.19
C 3.7644 -0.6312 0.3576 -0.25
O 2.8717 -0.9382 -0.6664 -0.21
C 1.5356 -1.0919 -0.1518 -0.22
Ga 0.5955 0.6957 0.2664 0.48
C 1.5476 2.1325 -0.8773 -0.16
C 1.4182 1.7950 -2.2981 -0.39
O 2.2978 1.8284 -3.1231 -0.01
C 0.7283 1.1307 2.2581 -0.28
C 0.1860 -0.0517 3.0712 -0.80
C 1.2809 -0.8472 3.7655 -0.17
Br -1.1467 0.5750 4.3911 0.80
C -1.3875 0.6757 -0.2105 -0.17
C -1.9270 2.1171 -0.3101 -0.44
O -2.2796 2.4464 -1.6704 -0.08
C -3.1143 2.3795 0.6525 -0.23
N -2.7856 3.3956 1.6647 0.00
H 6.0411 3.7908 -1.0527 0.07
H 5.0173 3.2460 0.2990 0.07
H 6.7134 3.6045 0.5766 0.06
H 6.8985 1.3110 0.4494 0.10
H 7.0574 1.6748 -1.2698 0.11
H 5.3610 -1.0508 -1.0009 0.13
H 5.8745 -0.4859 0.6014 0.11
H 3.8355 -1.4698 1.0740 0.12
H 3.4344 0.2453 0.9391 0.12
H 0.9693 -1.6717 -0.8895 0.05
H 1.5629 -1.7239 0.7510 0.04
H 2.6143 2.1125 -0.6329 0.05
H 1.1334 3.1235 -0.6734 0.06
H 0.4207 1.4426 -2.6304 0.10
H 0.1469 2.0221 2.4984 0.02
H 1.7693 1.3051 2.5506 0.04
H -0.3665 -0.7402 2.4274 0.06
H 0.9062 -1.7941 4.1630 0.07
H 2.0626 -1.0823 3.0388 0.06
H 1.7186 -0.2779 4.5877 0.07
H -1.9645 0.1139 0.5300 0.04
H -1.5446 0.1910 -1.1802 0.04
H -1.1651 2.8508 -0.0390 0.11
H -3.1672 2.1051 -1.8277 0.07
H -3.4154 1.4378 1.1198 0.10
H -3.9411 2.7872 0.0628 0.11
H -3.6146 3.8442 2.0268 0.05
H -2.2643 2.9858 2.4308 0.04
C -6.8294 4.4843 6.9771 -0.08
C -7.0723 3.4046 6.1384 -0.07
C -6.0176 2.6402 5.6644 0.00
C -4.7333 2.9753 6.0466 -0.14
C -4.4668 4.0473 6.8759 0.00
C -5.5289 4.8061 7.3423 -0.07
N -3.6055 2.1523 5.5553 -0.36
O -3.8664 1.2334 4.8147 -0.02
O -2.4927 2.4547 5.9285 -0.04
H -7.6561 5.0766 7.3472 0.10
H -8.0850 3.1554 5.8520 0.10
H -6.1864 1.7983 5.0096 0.12
H -3.4490 4.2817 7.1494 0.12
H -5.3396 5.6492 7.9928 0.10
C 0.1859 -6.1251 -4.0361 -0.07
C 1.4622 -6.4672 -3.6081 -0.07
C 1.9045 -6.0717 -2.3562 -0.01
C 1.0519 -5.3357 -1.5556 -0.14
C -0.2192 -4.9776 -1.9622 0.01
C -0.6524 -5.3827 -3.2155 -0.07
N 1.5120 -4.9264 -0.2138 -0.34
O 2.6351 -5.2561 0.1204 0.07
O 0.7393 -4.2945 0.4726 0.08
H -0.1579 -6.4377 -5.0138 0.10
H 2.1152 -7.0435 -4.2497 0.10
H 2.8936 -6.3262 -2.0065 0.12
H -0.8575 -4.3953 -1.3144 0.12
H -1.6445 -5.1128 -3.5521 0.10
C 1.2258 -0.5874 -6.4354 -0.06
C 0.9297 -0.5256 -5.0806 -0.03
C -0.1829 -1.1928 -4.5878 0.02
C -0.9700 -1.9100 -5.4714 -0.15
C -0.6926 -1.9814 -6.8253 -0.02
C 0.4181 -1.3098 -7.3057 -0.08
N -2.1393 -2.6387 -4.9569 -0.35
O -2.3825 -2.5580 -3.7696 0.07
O -2.7926 -3.3012 -5.7458 0.05
H 2.0949 -0.0652 -6.8138 0.11
H 1.5606 0.0470 -4.4112 0.09
H -0.4286 -1.1525 -3.5360 0.12
H -1.3309 -2.5491 -7.4852 0.11
H 0.6538 -1.3513 -8.3610 0.10
```

The HOMO-LUMO gap is 5.88 eV. The highest occupied orbital energy comes out at -0.1679 Ha. Its charge is -1. Its multiplicity is 1. The lowest unoccupied orbital energy is 1.3 eV. Its total energy is -181689.6372 eV.



Formula: C3H3FMnO3
Source: OMol25
Level of theory: ωB97M-V/def2-TZVPD

XYZ file:
```
11
Properties=species:S:1:pos:R:3:lowdin_charge:R:1
H 1.4282 0.2135 -1.3491 0.16
O -0.5085 0.7561 -0.7662 0.13
O -0.3405 -0.4784 0.9954 0.19
O -1.6898 1.3102 1.0328 0.02
C 0.6106 -0.3697 -0.9167 0.12
C 0.9361 -0.8912 0.4566 -0.23
C -0.8330 0.6381 0.4714 -0.56
H 0.3094 -1.1362 -1.6350 0.17
F 0.9496 -2.2306 0.5063 0.15
H 1.7732 -0.4686 1.0171 0.20
Mn -2.6354 2.6568 0.1874 1.65
```

The HOMO-LUMO gap (spin up / spin down) is 8.49 / 8.20 eV. The highest occupied orbital energy (spin up / spin down) comes out at -0.7511 / -0.7509 Ha. Its charge is +2. Its multiplicity is 6. The lowest unoccupied orbital energy (spin up / spin down) is -12.0 / -12.2 eV. Its total energy is -43318.7965 eV.